[1]
Molecular formula: C22H36CoN4OP2S2
Method: DFT, ωB97M-V with the def2-TZVPD basis set

Properties
net charge: +3
Kohn-Sham gap (alpha / beta): 0.292 / 0.228 Eh
2S+1: 5
LUMO level (alpha / beta): -0.325 / -0.416 hartree
DFT total energy: -4015.14279 Eh

The geometry in XYZ format:
```
68
Properties=species:S:1:pos:R:3:forces:R:3
Co -0.2052 0.1423 -0.9374 0.0229 -0.5639 -0.1726
S -1.7426 0.5799 -2.6657 -0.0607 -0.1454 -0.0077
S -1.3081 -1.8390 1.4535 0.2989 -0.0457 -0.3561
P -1.1639 2.3137 0.1217 0.0590 0.3026 0.0253
P 1.4265 1.9622 -1.5922 -0.1488 -0.0275 0.1025
O -1.1380 -0.4454 0.7991 -0.2440 0.0285 0.0771
N 1.4457 -1.0507 -0.2131 0.1821 -0.0111 0.1210
N -1.4790 -2.0863 -2.6617 0.1094 0.2260 0.1952
N -3.0779 -1.2343 -4.0519 -0.0159 0.0723 -0.0015
N -0.4473 -1.8568 -1.7897 -0.1198 -0.0741 -0.0923
C 2.7077 3.5464 0.3573 0.0194 0.0067 0.0220
C 2.3759 -0.6192 0.6400 -0.0837 0.0035 -0.0540
C 0.4074 3.7563 1.9138 -0.0027 0.0023 -0.0067
C 2.3740 -3.2468 -0.0433 0.1044 -0.0526 0.0994
C -1.0958 -1.5277 3.1934 -0.0188 -0.0149 0.1783
C 0.3313 -2.8059 -1.4314 0.2005 -0.0289 0.0627
C -3.3316 -3.6956 1.4718 0.0312 0.0047 0.0102
C 1.0903 3.1533 -2.9186 0.0628 0.0327 -0.0116
C 1.4321 -2.3615 -0.5251 -0.2307 0.0007 -0.1946
C 3.3497 -1.4465 1.1814 0.0351 0.0390 0.0266
C 3.0640 1.3418 -2.0556 0.0338 0.0230 -0.0395
C -2.3109 2.1670 1.4977 -0.0635 0.0104 0.0229
C 2.7277 4.2731 1.5437 -0.0077 -0.0089 -0.0133
C 3.3601 -2.7791 0.8207 -0.0150 -0.0573 -0.0317
C -3.0689 -2.1963 1.4078 -0.1126 0.0896 0.0205
C 0.3383 -1.1489 3.5235 -0.0356 0.0089 0.0331
C -1.9801 3.4551 -1.0253 -0.0478 0.0403 0.0443
C 0.2381 -4.2421 -1.8321 0.0139 0.0379 0.0084
C 1.5417 2.9131 -0.0555 0.0597 0.0631 0.0082
C -2.1360 -1.0198 -3.1557 -0.0353 0.0005 -0.0884
C 1.5841 4.3736 2.3201 -0.0018 0.0064 0.0091
C 0.3779 3.0315 0.7232 0.0411 0.0731 0.0436
H -3.1815 1.5994 1.1707 0.0049 0.0027 -0.0035
H -2.8733 -4.2216 0.6336 -0.0147 0.0124 0.0076
H 3.0158 1.0555 -3.1073 0.0071 -0.0154 0.0028
H -1.4055 -2.4573 3.6807 0.0414 0.0304 0.0352
H -1.8452 1.6627 2.3390 0.0254 0.0068 0.0119
H -3.5819 -0.4508 -4.4408 -0.0049 0.0031 -0.0013
H -4.4055 -3.8719 1.4394 0.0051 -0.0006 -0.0019
H -2.6369 3.1710 1.7817 -0.0192 -0.0233 0.0361
H 3.6140 3.4811 -0.2310 -0.0117 -0.0049 -0.0032
H 3.6413 4.7591 1.8593 -0.0003 -0.0030 -0.0004
H -1.5972 3.3929 -2.0394 0.0232 -0.0015 0.0044
H -3.5404 -1.6612 2.2334 -0.0408 0.0377 -0.0514
H -2.9594 -4.1367 2.3971 -0.0058 0.0214 -0.0081
H 0.2766 3.8255 -2.6649 -0.0036 0.0131 -0.0016
H 2.3541 -4.2894 -0.3254 0.0050 0.0123 -0.0035
H 1.0650 -4.4988 -2.4986 0.0047 0.0006 0.0126
H 0.6239 -0.2258 3.0164 -0.0066 -0.0150 0.0063
H 4.1132 -3.4543 1.2048 0.0011 0.0068 0.0045
H -3.0433 3.2129 -1.0485 0.0025 -0.0084 0.0068
H 1.0363 -1.9403 3.2468 -0.0237 -0.0005 -0.0042
H -0.6894 -4.5120 -2.3304 -0.0051 0.0202 -0.0018
H 0.4290 -0.9847 4.5962 0.0028 -0.0004 -0.0030
H 0.3167 -4.8763 -0.9489 0.0066 -0.0004 -0.0109
H 3.3815 0.4830 -1.4744 0.0140 -0.0039 0.0627
H 4.0847 -1.0418 1.8637 -0.0112 0.0056 -0.0099
H -1.6310 -3.0133 -3.0335 0.0019 -0.0430 -0.0357
H 1.6031 4.9369 3.2436 -0.0066 -0.0054 -0.0072
H 1.9922 3.7528 -3.0611 -0.0178 0.0165 -0.0306
H -0.4781 3.8570 2.5283 0.0062 -0.0073 -0.0145
H -3.3980 -1.7430 0.4705 -0.0502 -0.0907 -0.0147
H 3.7994 2.1414 -1.9601 0.0252 -0.0112 -0.0432
H 2.3428 0.4326 0.9012 0.0039 0.0214 -0.0209
H -1.8510 4.4730 -0.6498 -0.0221 0.0029 -0.0193
H -1.8161 -0.7484 3.4528 0.0482 -0.0017 0.0532
H -3.3043 -2.1516 -4.4100 -0.0086 -0.0040 -0.0041
H 0.8611 2.6345 -3.8494 -0.0061 -0.0153 0.0103
```
Positions in Å, forces in eV/Å.

Need the Löwdin charges? In units of e they are:
1. Co 0.33
2. S 0.78
3. S 1.00
4. P 0.94
5. P 0.89
6. O -0.65
7. N 0.03
8. N 0.04
9. N 0.17
10. N 0.01
11. C -0.05
12. C -0.12
13. C -0.05
14. C 0.03
15. C -0.37
16. C -0.23
17. C -0.11
18. C -0.21
19. C -0.22
20. C 0.00
21. C -0.21
22. C -0.21
23. C -0.01
24. C 0.01
25. C -0.37
26. C -0.11
27. C -0.22
28. C 0.03
29. C -0.39
30. C -0.72
31. C -0.02
32. C -0.37
33. H 0.07
34. H 0.07
35. H 0.07
36. H 0.11
37. H 0.05
38. H 0.13
39. H 0.10
40. H 0.08
41. H 0.11
42. H 0.13
43. H 0.01
44. H 0.10
45. H 0.09
46. H 0.04
47. H 0.13
48. H 0.12
49. H 0.06
50. H 0.14
51. H 0.07
52. H 0.08
53. H 0.08
54. H 0.10
55. H 0.11
56. H 0.03
57. H 0.13
58. H 0.16
59. H 0.13
60. H 0.08
61. H 0.11
62. H 0.09
63. H 0.06
64. H 0.11
65. H 0.08
66. H 0.10
67. H 0.15
68. H 0.06

[2]
Molecular formula: C22H36EuO2P2
Method: DFT, ωB97M-V with the def2-TZVPD basis set

Properties
ΔE to the lowest compared entry with this formula, charge and spin: 273.9 kJ/mol
net charge: 0
Kohn-Sham gap (alpha / beta): 0.222 / 0.223 Eh
2S+1: 8
LUMO level (alpha / beta): -0.012 / -0.012 hartree
DFT total energy: -2403.14673 Eh

The geometry in XYZ format:
```
63
Properties=species:S:1:pos:R:3:forces:R:3
Eu -2.1263 -2.5360 0.8314 -0.0835 -0.8834 -0.1486
P -4.2577 1.4604 1.9728 -1.4596 0.4916 -1.1252
P -4.0543 -0.4169 -0.7827 -2.2342 -0.2471 -1.0345
O -0.6551 -1.7266 -0.9053 1.7004 -1.1620 -0.2725
O -0.1145 -3.6903 0.0448 0.3090 1.4870 -1.3091
C 4.4523 -1.7903 -0.7935 -0.7508 0.2660 0.3434
C -2.4781 3.9143 1.5150 0.8909 -2.3911 2.1494
C 3.5926 -1.0171 -1.6017 0.2176 -0.6464 -0.0728
C -2.5865 4.5994 0.2418 -0.7642 0.9306 -1.3523
C -2.2801 2.5357 1.6983 2.3303 1.9382 -0.9648
C -5.4970 -0.5614 0.4641 0.3805 -0.7163 -0.4083
C 1.6950 -2.3837 -0.8606 0.6185 0.0848 0.1692
C -0.7288 -1.2692 2.2273 0.7379 0.7674 0.3733
C 3.9173 -2.8241 -0.0134 0.0542 -0.3855 -0.3650
C -1.9961 1.8707 -0.8674 -0.1043 0.1141 -0.0168
C -3.9633 4.3766 -0.5374 0.6015 1.0053 1.7685
C -5.7666 0.7984 1.0856 0.0484 -0.3376 0.7173
C 2.5704 -3.1696 -0.0840 -0.0031 0.9847 -0.3905
C -5.2960 -0.2108 -2.2259 0.2401 0.3436 -0.0460
C 2.2150 -1.3155 -1.6345 0.0460 -0.3754 0.4309
C -3.5063 1.9396 -1.1741 0.8254 2.6755 -1.5624
C -5.2012 2.9628 2.5219 0.2415 -0.4353 0.5066
C 0.2275 -2.6343 -0.6296 -1.3939 -0.0485 1.0643
C -4.1397 0.4272 3.4527 -0.6596 0.0783 0.6519
C -4.3452 2.9646 -0.7268 0.6163 -2.2070 -1.6634
C -1.6551 1.6026 0.6296 0.0604 -0.2890 -0.3513
C -3.6112 -2.0805 -1.5210 0.7866 -0.8421 0.0563
H -4.2660 -0.6351 3.2007 0.1265 0.2855 0.1254
H -5.5486 3.5045 1.6231 0.3447 -0.1433 0.5069
H -4.1851 -2.9147 -1.0672 0.4521 0.0882 -0.3749
H -0.2150 -0.6625 1.4552 -0.2879 -0.0149 0.2374
H -3.6595 1.6083 -2.2436 -0.6479 -0.4733 1.6525
H -3.1770 0.5888 3.9479 -0.1408 -0.1520 -0.1267
H -0.5486 1.5881 0.7508 -0.5755 0.3768 -0.0710
H 4.0677 -0.2406 -2.2303 -0.7072 -0.3736 0.4350
H 4.5347 -3.4409 0.6363 0.1669 0.3033 -0.1517
H 1.5126 -0.7315 -2.2298 0.2520 -0.0544 0.1583
H -6.0826 1.5320 0.3270 0.1890 -0.4393 0.4522
H 5.5101 -1.5266 -0.6985 -0.3813 -0.1643 -0.1835
H -4.7817 -0.5402 -3.1504 -0.4536 0.4812 0.3983
H 2.1712 -3.9783 0.5154 -0.0031 0.1095 -0.0946
H -1.7385 4.3213 -0.4006 -0.4824 0.3068 -0.0350
H -6.4051 -0.8992 -0.0504 0.2791 -0.2828 0.1813
H -5.2154 -1.3092 1.2232 -0.2455 0.1816 0.0510
H -1.3406 -0.5799 2.8340 0.4411 0.0421 0.1837
H -5.6441 0.8267 -2.3515 0.0468 -0.3781 0.1038
H -1.5066 2.7834 -1.2375 -0.0388 -0.3058 0.1370
H -6.5641 0.7487 1.8431 -0.0562 -0.2591 -0.2984
H -2.4968 4.5815 2.3917 -0.1832 -0.6765 -0.1867
H 0.1106 -1.6822 2.7935 -0.2465 -0.0468 0.4268
H -4.5885 3.6053 3.1789 -0.4021 -0.1818 -0.4298
H -1.8819 2.2060 2.6810 -0.7712 0.3190 -0.2721
H -5.4314 2.8000 -0.8101 0.4468 0.2973 -0.8449
H -2.4836 -2.1797 -1.4845 -1.2665 -0.2664 0.0286
H -2.4708 5.6697 0.4615 -0.1413 -0.1156 -0.3818
H -6.0784 2.5829 3.0666 0.1326 0.3507 -0.0424
H -4.9430 0.7459 4.1256 0.0936 -0.3819 0.2556
H -1.9196 0.5291 0.8301 -0.0263 1.1465 0.0113
H -3.7748 -2.0768 -2.6112 -0.3123 -0.0317 0.6169
H -1.5510 1.0523 -1.4713 -0.3058 0.2397 0.4247
H -4.8451 4.8436 -0.0049 1.1781 0.1566 -0.4394
H -3.8411 4.8666 -1.5391 -0.3352 -0.4309 0.6792
H -6.1716 -0.8666 -2.0367 0.6084 0.2873 -0.2805
```
Positions in Å, forces in eV/Å.

Need the Löwdin charges? In units of e they are:
1. Eu 1.48
2. P 0.91
3. P 0.94
4. O -0.21
5. O -0.18
6. C -0.09
7. C -0.19
8. C -0.08
9. C -0.21
10. C -0.31
11. C -0.41
12. C -0.13
13. C -0.37
14. C -0.08
15. C -0.22
16. C -0.17
17. C -0.41
18. C -0.02
19. C -0.26
20. C -0.02
21. C -0.28
22. C -0.23
23. C -0.58
24. C -0.25
25. C -0.18
26. C -0.24
27. C -0.36
28. H 0.03
29. H 0.04
30. H 0.04
31. H -0.05
32. H 0.10
33. H 0.04
34. H 0.12
35. H 0.11
36. H 0.10
37. H 0.11
38. H 0.06
39. H 0.10
40. H 0.04
41. H 0.11
42. H 0.09
43. H 0.06
44. H 0.05
45. H -0.07
46. H 0.04
47. H 0.09
48. H 0.08
49. H 0.10
50. H -0.05
51. H 0.05
52. H 0.11
53. H 0.08
54. H -0.02
55. H 0.11
56. H 0.04
57. H 0.04
58. H 0.02
59. H 0.04
60. H 0.10
61. H 0.11
62. H 0.12
63. H 0.05

- Which value of 2S+1 does entry 1 give?
  5